Entry 1:
# C6H24NO5S

6 unconnected molecules or ions with the total composition C6H24NO5S in a non-equilibrium geometry (ωB97M-V/def2-TZVPD, the OMol25 dataset).

Calculated values
2S+1: 1
max |F|: 0.09277 Eh/bohr
orbital gap: 0.2382 hartree
charge: -1

Each atom is followed by the atoms it is bonded to, with distances in Å.
Positions of all 37 atoms, in Å:
1 C -0.893 1.268 -0.913  C2 1.546, C4 1.564, H9 1.115, H10 1.168
2 C -1.149 2.594 -0.160  C1 1.546, S3 1.844, H11 1.140, H12 1.139
3 S 0.160 3.891 -0.080  C2 1.844
4 C -1.770 0.140 -0.278  C1 1.564, N5 1.474, H13 1.095, H14 1.108
5 N -0.892 -1.040 -0.187  C4 1.474, C6 1.547, C8 1.484
6 C -1.755 -2.171 0.421  N5 1.547, C7 1.517, H15 1.143, H16 1.115
7 C -1.045 -3.500 0.248  C6 1.517, H17 1.097, H18 1.035, H19 1.052
8 C 0.243 -0.745 0.722  N5 1.484, H20 1.137, H21 1.091, H22 1.151
9 H -0.914 1.349 -2.025  C1 1.115
10 H 0.235 1.003 -0.766  C1 1.168
11 H -1.230 2.296 0.938  C2 1.140
12 H -2.127 3.019 -0.561  C2 1.139
13 H -2.221 0.561 0.627  C4 1.095
14 H -2.650 -0.078 -0.916  C4 1.108
15 H -2.774 -2.007 -0.073  C6 1.143
16 H -2.038 -1.841 1.448  C6 1.115
17 H -0.908 -3.795 -0.800  C7 1.097
18 H -0.077 -3.441 0.611  C7 1.035
19 H -1.468 -4.265 0.832  C7 1.052
20 H 0.037 0.229 1.271  C8 1.137
21 H 0.575 -1.528 1.405  C8 1.091
22 H 1.168 -0.736 0.037  C8 1.151
23 H -0.534 1.310 4.378  O25 0.895
24 H 0.841 1.721 3.721  O25 0.952
25 O 0.356 1.216 4.366  H23 0.895, H24 0.952
26 H 0.342 3.291 2.216  O28 1.109
27 H 2.065 2.829 2.146  O28 0.975
28 O 1.264 2.906 2.697  H26 1.109, H27 0.975
29 H -0.549 -2.068 -3.766  O31 0.995
30 H 0.025 -1.853 -2.305  O31 1.068
31 O 0.179 -2.427 -3.192  H29 0.995, H30 1.068
32 H 2.368 1.684 -0.645  O34 0.916
33 H 2.599 2.770 -1.620  O34 1.022
34 O 2.915 1.831 -1.365  H32 0.916, H33 1.022
35 H 3.322 -0.668 -2.689  O37 0.970
36 H 2.771 -2.156 -2.835  O37 0.949
37 O 3.530 -1.590 -2.907  H35 0.970, H36 0.949

---

Entry 2:
# C6H24NO6

6 unconnected molecules or ions with the total composition C6H24NO6 in a non-equilibrium geometry (ωB97M-V/def2-TZVPD, the OMol25 dataset).

Calculated values
2S+1: 1
max |F|: 0.04944 Eh/bohr
orbital gap: 0.3309 hartree
charge: -1

Each atom is followed by the atoms it is bonded to, with distances in Å.
Positions of all 37 atoms, in Å:
1 C 0.469 1.201 -1.750  N2 1.441, H9 1.100, H10 1.100, H11 1.084
2 N 1.210 1.555 -0.565  C1 1.441, C3 1.466, H12 1.009
3 C 1.090 0.639 0.573  N2 1.466, C4 1.551, C7 1.542, H13 1.085
4 C 0.738 1.403 1.875  C3 1.551, C5 1.575, H14 1.135, H15 1.077
5 C -0.719 1.099 2.389  C4 1.575, C6 1.557, H16 1.080, H17 1.090
6 C -0.708 -0.329 3.010  C5 1.557, H18 1.069, H19 1.065, H20 1.118
7 C 2.402 -0.170 0.592  C3 1.542, O8 1.452, H21 1.095, H22 1.109
8 O 2.226 -1.485 1.181  C7 1.452, H32 1.005
9 H 1.029 0.765 -2.591  C1 1.100
10 H -0.419 0.606 -1.493  C1 1.100
11 H -0.083 2.043 -2.152  C1 1.084
12 H 2.167 1.609 -0.882  N2 1.009
13 H 0.441 -0.228 0.506  C3 1.085
14 H 0.861 2.512 1.666  C4 1.135
15 H 1.420 1.306 2.704  C4 1.077
16 H -0.920 2.087 2.777  C5 1.080
17 H -1.493 0.927 1.641  C5 1.090
18 H -1.677 -0.571 3.390  C6 1.069
19 H 0.029 -0.407 3.774  C6 1.065
20 H -0.458 -1.026 2.173  C6 1.118
21 H 3.186 0.114 1.302  C7 1.095
22 H 2.732 -0.293 -0.459  C7 1.109
23 H -0.724 2.395 -0.027  O25 0.965
24 H -2.153 2.032 -0.379  O25 0.991
25 O -1.525 2.799 -0.382  H23 0.965, H24 0.991
26 H -2.826 0.002 -0.235  O28 0.970
27 H -1.975 -0.438 -1.270  O28 1.122
28 O -2.494 0.515 -0.988  H26 0.970, H27 1.122
29 H 0.758 -2.781 -0.868  O34 0.967
30 H 0.441 -1.142 -3.138  O31 0.960
31 O 0.140 -2.042 -3.288  H30 0.960, H35 1.009
32 H 1.406 -1.962 0.849  O8 1.005
33 H -0.638 -2.238 -0.590  O34 1.021
34 O 0.254 -2.417 -0.127  H29 0.967, H33 1.021
35 H -0.715 -2.080 -2.754  O31 1.009
36 H -2.574 -2.219 -1.547  O37 0.960
37 O -1.726 -1.769 -1.572  H36 0.960

---

Entry 3:
# C6H25NO5S

6 unconnected molecules or ions with the total composition C6H25NO5S in a non-equilibrium geometry (ωB97M-V/def2-TZVPD, the OMol25 dataset).

Calculated values
2S+1: 1
SMILES string: CCCCNCCS.O.O.O.O.O
max |F|: 0.16588 Eh/bohr
orbital gap: 0.3038 hartree
charge: 0

Each atom is followed by the atoms it is bonded to, with distances in Å.
Positions of all 38 atoms, in Å:
1 C 2.594 -0.195 -2.446  C2 1.546, H9 1.054, H10 1.148, H11 1.185
2 C 1.557 0.351 -1.438  C1 1.546, C3 1.530, H12 1.083, H13 1.222
3 C 2.057 1.272 -0.324  C2 1.530, C4 1.562, H14 1.128, H15 1.146
4 C 2.426 0.506 0.986  C3 1.562, N5 1.480, H16 1.076, H17 1.115
5 N 1.306 0.027 1.826  C4 1.480, C6 1.457, H18 0.993
6 C 0.438 1.010 2.461  N5 1.457, C7 1.490, H19 1.137, H20 1.106
7 C -0.948 1.163 1.936  C6 1.490, S8 1.765, H21 1.080, H22 1.183
8 S -2.481 1.014 2.799  C7 1.765, H23 1.422
9 H 2.168 -0.845 -3.159  C1 1.054
10 H 3.120 0.639 -3.034  C1 1.148
11 H 3.445 -0.733 -1.821  C1 1.185
12 H 0.879 0.979 -2.003  C2 1.083
13 H 0.773 -0.443 -0.939  C2 1.222
14 H 2.956 1.814 -0.736  C3 1.128
15 H 1.259 2.046 -0.040  C3 1.146
16 H 3.106 1.093 1.578  C4 1.076
17 H 3.035 -0.361 0.639  C4 1.115
18 H 0.825 -0.582 1.206  N5 0.993
19 H 0.478 0.694 3.553  C6 1.137
20 H 0.896 2.014 2.373  C6 1.106
21 H -1.059 2.187 1.612  C7 1.080
22 H -1.151 0.481 0.991  C7 1.183
23 H -2.198 -0.012 3.743  S8 1.422
24 O 0.581 -2.715 -0.384  H25 1.002, H26 1.009
25 H 0.803 -3.384 -1.096  O24 1.002
26 H -0.092 -3.325 0.057  O24 1.009
27 O -1.925 -1.656 -0.856  H28 0.850, H29 0.945
28 H -2.135 -0.937 -1.258  O27 0.850
29 H -1.004 -1.677 -0.645  O27 0.945
30 O -3.099 0.597 -1.756  H31 0.965, H32 1.027
31 H -4.037 0.446 -1.591  O30 0.965
32 H -3.097 0.921 -2.731  O30 1.027
33 O -1.153 2.267 -1.009  H34 1.012, H35 0.999
34 H -1.454 3.221 -0.862  O33 1.012
35 H -1.954 1.670 -1.021  O33 0.999
36 O -2.182 -3.522 1.026  H37 0.955, H38 0.908
37 H -2.169 -3.114 1.890  O36 0.955
38 H -2.564 -2.914 0.471  O36 0.908

---

Entry 4:
# C6H25NO7

7 unconnected molecules or ions with the total composition C6H25NO7 in a non-equilibrium geometry (ωB97M-V/def2-TZVPD, the OMol25 dataset).

Calculated values
2S+1: 2
max |F|: 0.06243 Eh/bohr
orbital gap (alpha / beta): 0.1175 / 0.2600 hartree
charge: -1

Each atom is followed by the atoms it is bonded to, with distances in Å.
Positions of all 39 atoms, in Å:
1 C 1.527 0.349 -0.994  C2 1.530, C3 1.524, H9 1.096, H10 1.089
2 C 0.905 0.745 -2.335  C1 1.530, H11 1.105, H12 1.089, H13 1.087
3 C 0.466 -0.218 -0.058  C1 1.524, N4 1.481, H14 1.083, H15 1.089
4 N 1.117 -0.688 1.186  C3 1.481, C5 1.453, C6 1.476
5 C 1.305 -2.129 1.188  N4 1.453, H16 1.096, H17 1.095, H18 1.102
6 C 0.353 -0.290 2.384  N4 1.476, C7 1.505, H19 1.106, H20 1.121
7 C 0.233 1.204 2.528  C6 1.505, O8 1.263, H21 1.102
8 O 0.976 2.037 1.938  C7 1.263
9 H 2.017 1.219 -0.541  C1 1.096
10 H 2.305 -0.393 -1.169  C1 1.089
11 H 1.663 1.155 -3.026  C2 1.105
12 H 0.444 -0.116 -2.816  C2 1.089
13 H 0.091 1.459 -2.243  C2 1.087
14 H -0.261 0.545 0.190  C3 1.083
15 H -0.050 -1.053 -0.531  C3 1.089
16 H 1.764 -2.430 0.238  C5 1.096
17 H 2.018 -2.434 1.960  C5 1.095
18 H 0.369 -2.705 1.272  C5 1.102
19 H 0.917 -0.690 3.247  C6 1.106
20 H -0.654 -0.780 2.436  C6 1.121
21 H -0.584 1.579 3.167  C7 1.102
22 H -3.016 2.147 1.420  O24 0.967
23 H -1.634 2.310 0.668  O24 0.999
24 O -2.212 1.671 1.173  H22 0.967, H23 0.999
25 H -1.267 -2.745 -2.473  O27 0.983
26 H -0.080 -3.412 -3.193  O27 0.967
27 O -0.583 -3.443 -2.368  H25 0.983, H26 0.967
28 H -3.204 -1.779 -3.076  O30 0.953
29 H -2.611 -0.989 -1.876  O30 0.997
30 O -2.379 -1.457 -2.725  H28 0.953, H29 0.997
31 H -2.719 0.382 0.087  O33 1.000
32 H -3.266 -1.081 0.295  O33 0.962
33 O -3.141 -0.399 -0.373  H31 1.000, H32 0.962
34 H -0.142 3.132 -0.814  O36 0.961
35 H 0.240 3.206 0.701  O36 0.997
36 O -0.486 3.395 0.043  H34 0.961, H35 0.997
37 H 2.952 1.619 1.662  O39 0.973
38 H 3.024 0.167 1.296  O39 0.973
39 O 3.606 0.911 1.532  H37 0.973, H38 0.973